Density functional theory data (the ωB97M-V functional and the def2-TZVPD basis) for 8 unconnected molecules or ions with the total composition C13H24F2N5O18 at a distorted geometry.

Summary:
max |F|: 2.78 eV Å⁻¹
E_LUMO: 2.22 eV
total charge: -1
HOMO: -5.79 eV

```
62
Properties=species:S:1:pos:R:3:forces:R:3:lowdin_charge:R:1
C -0.46381 0.39237 0.28680 0.577 -0.616 0.296 -0.016
C -0.96955 -0.30340 -0.97304 -1.212 -0.091 -2.503 -0.770
O -0.29397 -1.19813 -1.51750 0.915 -0.047 1.182 -0.052
O -2.04438 0.10196 -1.53235 -0.033 1.024 1.341 -0.116
H -0.35602 1.47229 0.17549 -0.202 0.021 -0.128 0.057
H 0.52046 -0.03106 0.49522 0.035 0.176 0.077 0.045
H -1.08537 0.18022 1.16113 -0.212 0.114 -0.106 0.069
C -2.67728 3.21174 -3.07552 -0.010 -0.762 0.398 -0.058
C -2.42079 3.30425 -1.58317 -0.223 0.628 -0.083 -0.279
O -3.44765 4.17092 -1.13360 -0.263 -0.734 -0.122 0.130
C -4.09925 4.69320 -2.20125 0.192 0.771 -0.239 -0.558
O -5.04372 5.40873 -2.13076 -0.036 -0.043 0.093 0.166
O -3.48103 4.35594 -3.35830 0.025 -0.312 0.159 0.079
F -1.24298 3.98261 -1.32996 0.177 -0.333 0.039 0.030
H -3.24898 2.30311 -3.27287 0.028 0.005 -0.071 0.145
H -1.74350 3.16026 -3.62462 -0.102 0.441 -0.239 0.126
H -2.43931 2.33713 -1.07965 0.185 0.049 0.112 0.136
C 0.03986 -3.57198 0.62409 0.644 -0.050 -0.921 -0.038
C -0.39804 -5.00980 0.81554 -0.878 0.627 0.259 -0.281
O -0.59428 -5.07064 2.21799 0.330 -0.618 -0.162 0.131
C 0.13659 -4.10404 2.81835 0.128 0.420 0.120 -0.562
O 0.31728 -3.99466 3.98606 -0.102 -0.183 0.108 0.168
O 0.60998 -3.24183 1.89807 -0.245 0.057 -0.045 0.046
F 0.56427 -5.88481 0.41086 0.214 -0.154 0.290 0.068
H -0.74146 -2.87669 0.32022 -0.161 -0.087 0.287 0.118
H 0.81450 -3.48329 -0.13713 -0.026 -0.044 0.004 0.120
H -1.33686 -5.30706 0.35833 0.008 0.116 -0.154 0.166
C 0.77888 1.79021 -3.15886 -0.533 0.384 0.616 0.057
N 2.07731 1.82062 -2.43501 0.400 -0.110 0.048 -0.418
O 2.80368 0.85145 -2.47056 -0.211 -0.017 -0.176 0.077
O 2.34609 2.85224 -1.84590 -0.069 0.119 0.007 0.043
H 0.20477 2.57182 -2.66877 -0.070 -0.044 -0.084 0.064
H 0.28611 0.82959 -3.01524 0.277 -0.179 -0.239 0.092
H 0.94017 2.08861 -4.19033 0.201 -0.331 -0.081 0.105
C 1.52179 -0.34143 3.15743 0.418 0.227 1.159 0.048
N 2.84025 -0.94984 3.52584 -0.124 -0.307 -0.074 -0.437
O 3.79443 -0.67044 2.82715 0.038 0.025 -0.015 0.052
O 2.86961 -1.70662 4.47202 -0.018 0.115 0.036 0.067
H 0.89890 -1.14083 2.77103 0.132 0.162 -0.506 0.077
H 1.77459 0.51799 2.54917 -0.361 -0.258 -0.533 0.058
H 1.07764 -0.02127 4.09994 0.022 -0.004 -0.010 0.101
C 3.41230 -1.59741 -0.40151 0.865 -0.074 0.175 0.041
N 3.45411 -2.61013 -1.49878 -0.130 0.247 -0.326 -0.435
O 2.42171 -2.97885 -2.00996 -0.050 -0.069 0.189 0.069
O 4.56343 -3.01006 -1.81248 -0.101 -0.027 0.073 0.039
H 2.61935 -0.86567 -0.48139 -0.341 -0.350 -0.346 0.072
H 4.38361 -1.11764 -0.46732 -0.079 0.148 0.197 0.099
H 3.37415 -2.17050 0.52296 -0.155 0.071 0.037 0.093
C -4.26217 -1.27739 0.74518 0.660 0.888 0.552 0.035
N -3.81122 -2.63730 0.33714 -1.330 0.051 -0.336 -0.443
O -3.97792 -3.53983 1.14328 0.509 0.093 0.187 0.035
O -3.49221 -2.78596 -0.81711 0.447 -0.121 0.116 0.090
H -3.98008 -0.54501 -0.00832 -0.188 -0.317 -0.373 0.077
H -3.75595 -0.95934 1.65720 0.137 -0.485 0.077 0.092
H -5.31818 -1.31649 0.99074 -0.087 -0.181 -0.331 0.094
C 1.59471 3.61633 1.69709 1.018 -0.236 -0.088 0.062
N 2.91652 3.16360 1.12693 -0.573 0.188 -0.763 -0.446
O 3.03828 1.98364 0.88080 0.189 -0.087 0.449 0.046
O 3.67886 4.04213 0.78330 0.229 -0.134 0.377 0.062
H 1.23040 2.83862 2.35681 -0.208 -0.071 -0.159 0.079
H 1.01788 3.74480 0.78426 -0.414 0.149 0.292 0.093
H 1.80345 4.53304 2.23479 -0.251 0.157 -0.141 0.092
```
Forces are in eV/Å.


Density functional theory data (the ωB97M-V functional and the def2-TZVPD basis) for a molecular structure, C31H29AlI2N5O3S at a distorted geometry.

Summary:
max |F|: 1.17 eV Å⁻¹
E_LUMO: -2.72 eV
total charge: +1
HOMO: -10.41 eV

```
72
Properties=species:S:1:pos:R:3:forces:R:3:lowdin_charge:R:1
Al -0.67768 -0.07386 -0.09401 0.141 -0.584 -0.515 -0.001
I -2.34554 2.08357 -7.13028 -0.021 0.020 -0.103 0.901
C -1.83302 1.82928 -5.13243 0.098 0.105 -0.051 -0.750
C -0.85450 2.63294 -4.56098 0.017 -0.026 0.115 -0.214
C -0.51275 2.46393 -3.22456 -0.052 -0.120 -0.050 -0.627
I 1.06129 3.55934 -2.42709 -0.019 0.043 0.152 0.982
C -1.16307 1.51157 -2.42507 0.061 -0.316 -0.102 -0.358
O -0.88102 1.35304 -1.13631 -0.186 0.358 -0.039 -0.074
C -2.10516 0.67337 -3.04826 -0.057 0.194 0.014 -0.166
C -2.75430 -0.39331 -2.22265 0.464 -0.034 0.005 -0.089
N -1.71200 -1.24850 -1.53554 -0.030 0.232 -0.131 -0.024
C -0.75484 -1.86462 -2.49749 -0.025 0.164 0.265 -0.074
C 0.64115 -1.29430 -2.35203 -0.270 0.152 0.602 -0.214
C 1.58862 -1.45676 -3.33621 0.115 -0.111 -0.269 0.009
C 2.86333 -0.95879 -3.12600 0.133 -0.057 -0.180 -0.013
C 3.15949 -0.31323 -1.93836 0.137 0.016 -0.032 -0.015
C 2.16796 -0.17075 -0.99601 -0.622 -0.307 -0.181 -0.048
N 0.91916 -0.66226 -1.19690 0.475 0.385 -0.162 0.105
C -2.44343 0.83903 -4.38649 -0.020 -0.178 0.101 -0.114
H -0.34335 3.38092 -5.15735 -0.060 -0.082 0.079 0.085
H -3.38052 0.04442 -1.44919 0.017 0.017 0.145 0.112
H -3.37754 -1.02011 -2.85392 -0.097 -0.143 -0.082 0.132
H -2.22228 -1.99023 -1.07002 -0.004 -0.063 0.010 0.128
H -0.71930 -2.94117 -2.32765 0.026 -0.075 0.058 0.139
H -1.09294 -1.71899 -3.51945 -0.084 0.032 -0.112 0.134
H 1.32777 -1.96201 -4.26057 0.033 0.063 0.094 0.132
H 3.62126 -1.07180 -3.89228 -0.045 0.010 0.039 0.124
H 4.14359 0.09305 -1.74311 -0.077 -0.029 -0.017 0.126
H 2.34618 0.34838 -0.06922 -0.081 0.100 0.209 0.098
H -3.18230 0.18503 -4.84612 0.105 0.112 0.099 0.106
C -1.13256 7.48776 2.19657 0.068 -0.166 0.021 -0.041
C -0.63081 6.05962 2.18393 -0.023 0.166 0.029 -0.250
C -1.20023 5.11164 1.33626 -0.041 0.116 -0.048 -0.023
C -0.76607 3.79449 1.33372 0.242 0.080 -0.019 -0.061
C 0.25747 3.42808 2.20003 -0.195 0.361 0.164 -0.289
C 0.84442 4.35127 3.06711 -0.060 -0.062 -0.124 -0.038
C 0.40041 5.66013 3.04001 -0.032 0.139 0.010 -0.024
S 0.83115 1.78379 2.31012 -0.013 0.234 -0.075 0.620
O 0.84074 1.44180 3.70681 0.020 -0.155 -0.049 -0.277
O 2.03994 1.65975 1.54538 0.056 -0.306 -0.001 -0.283
N -0.30194 0.91538 1.53004 -1.086 -0.354 0.256 -0.075
C -1.63424 0.88145 1.95733 0.325 -0.166 0.017 -0.305
C -2.27969 1.51337 3.03959 0.439 -0.116 -0.113 0.024
C -3.63730 1.34961 3.16283 -0.129 0.014 0.032 -0.020
C -4.35643 0.55976 2.25621 -0.184 0.154 0.300 -0.046
C -3.66423 -0.04480 1.25242 0.321 -0.328 -0.363 -0.096
N -2.33297 0.09990 1.09892 0.112 0.445 0.158 0.096
H -1.54030 7.77445 1.22608 0.034 -0.043 0.049 0.080
H -0.33691 8.18895 2.45666 -0.045 -0.093 -0.028 0.081
H -1.92850 7.60766 2.93745 0.053 -0.031 -0.042 0.088
H -1.99345 5.41055 0.65652 0.080 -0.020 0.070 0.121
H -1.19826 3.07173 0.64756 0.102 0.161 0.058 0.101
H 1.63703 4.04487 3.74815 -0.203 0.044 -0.154 0.126
H 0.85841 6.38948 3.70112 -0.052 -0.046 -0.063 0.121
H -1.71366 2.09949 3.75036 0.000 -0.010 -0.081 0.122
H -4.15941 1.84257 3.97412 0.042 -0.035 -0.010 0.124
H -5.42634 0.41690 2.34635 0.134 0.040 0.008 0.116
H -4.16409 -0.69121 0.54028 0.017 0.040 -0.026 0.118
N -0.32969 -1.96086 0.96286 0.001 0.341 0.110 0.115
C 0.97879 -2.17377 1.56232 -0.085 -0.087 -0.106 -0.281
C 1.91188 -2.93821 0.87774 0.059 -0.008 -0.101 -0.050
C 3.17077 -3.13388 1.42762 0.025 0.005 0.028 -0.067
C 3.48907 -2.56465 2.65585 -0.050 0.008 -0.010 -0.066
C 2.54421 -1.79734 3.32669 0.103 0.030 0.078 -0.047
C 1.28084 -1.60360 2.78508 -0.075 0.103 0.141 -0.037
H -0.51522 -2.74086 0.34732 -0.042 -0.195 -0.126 0.106
H -1.04913 -1.98951 1.67893 0.012 -0.016 0.133 0.122
H 1.66333 -3.37409 -0.09003 0.027 0.034 0.159 0.116
H 3.90027 -3.73562 0.89616 -0.065 0.057 0.062 0.111
H 4.46866 -2.72548 3.09118 -0.079 0.040 -0.049 0.111
H 2.78691 -1.33369 4.27892 -0.040 -0.091 -0.151 0.121
H 0.55179 -0.99227 3.31392 0.155 -0.163 -0.101 0.106
```
Forces are in eV/Å.


Density functional theory data (the ωB97M-V functional and the def2-TZVPD basis) for 8 unconnected molecules or ions with the total composition C3H22O8 at a distorted geometry.

Summary:
max |F|: 2.10 eV Å⁻¹
E_LUMO: -0.03 eV
total charge: 0
HOMO: -10.49 eV

```
33
Properties=species:S:1:pos:R:3:forces:R:3:lowdin_charge:R:1
C -10.53248 -11.22389 14.63565 -0.283 -0.404 1.158 -0.082
C -10.44775 -11.20790 13.15512 -0.407 1.965 -0.100 -0.500
C -11.67567 -10.40645 12.58974 1.332 -1.616 -0.079 -0.040
O -9.21152 -10.55383 12.95334 0.850 0.726 -0.809 -0.068
H -9.60222 -11.63832 15.02419 -0.293 -0.443 0.277 0.083
H -11.44048 -11.71196 14.98979 0.247 -0.450 0.168 0.084
H -10.57572 -10.21743 15.05191 -0.004 0.225 -0.366 0.087
H -10.32939 -12.18956 12.69637 -0.677 -0.243 0.058 0.133
H -12.45993 -11.10952 12.87026 -0.693 0.558 -0.427 0.078
H -11.56395 -10.31918 11.50899 -0.359 -0.131 -0.131 0.070
H -11.81934 -9.40320 12.99094 0.168 -0.258 0.382 0.082
H -9.26235 -10.06208 12.13042 0.178 0.014 -0.134 0.082
O -5.43950 -12.36321 13.32870 0.149 -0.282 -0.124 -0.052
H -6.37753 -12.19033 13.24834 -0.348 0.087 0.013 0.019
H -5.05065 -11.50457 13.49541 0.121 0.204 0.052 0.032
O -10.15221 -18.90362 17.93411 -0.074 0.051 0.240 -0.053
H -10.35156 -19.70778 17.45472 -0.069 -0.206 -0.124 0.025
H -9.56062 -18.42063 17.35708 0.147 0.154 -0.141 0.026
O -12.94655 -15.42848 12.99296 -0.195 0.130 0.050 -0.052
H -12.93338 -16.06640 12.27944 -0.045 -0.162 -0.166 0.027
H -12.02529 -15.30502 13.22156 0.274 0.042 0.127 0.024
O -8.92275 -20.64778 13.86550 -0.024 0.266 0.113 -0.054
H -8.30869 -21.35119 14.07618 0.193 -0.163 0.091 0.030
H -9.42099 -20.97984 13.11869 -0.163 -0.061 -0.190 0.029
O -8.12839 -16.22866 13.14302 -0.276 0.180 -0.014 -0.056
H -8.11834 -17.18278 13.21899 -0.024 -0.306 0.053 0.025
H -7.25378 -16.00396 12.82553 0.260 0.109 -0.069 0.031
O -8.31231 -16.22077 8.93531 0.225 0.092 -0.047 -0.053
H -8.85101 -16.88700 8.50849 -0.086 -0.173 -0.158 0.029
H -8.87068 -15.86851 9.62840 -0.112 0.107 0.250 0.024
O -4.72968 -13.63391 9.27130 0.190 0.024 -0.138 -0.051
H -5.60236 -13.89736 8.97931 -0.228 -0.135 -0.130 0.024
H -4.85140 -13.36938 10.18314 0.023 0.099 0.317 0.019
```
Forces are in eV/Å.


> What is the formula in the first record?

C13H24F2N5O18


> total charge of number 1 (C13H24F2N5O18)?

-1